Entry A
Formula: CH3NOS2
Source: the OMol25 dataset
Level of theory: ωB97M-V with the def2-TZVPD basis set

Results
LUMO energy (alpha / beta): -0.89 / -0.89 eV
Kohn-Sham gap (alpha / beta): 7.6 / 7.6 eV
E_HOMO (alpha / beta): -8.511 / -8.510 eV
2S+1: 1

Cartesian coordinates (Å):
C (1.110, 0.224, -0.087)
N (-0.988, -1.496, -0.100)
O (-1.980, -1.377, 0.518)
S (-0.575, 0.265, -0.787)
S (-1.599, 1.558, 0.190)
H (1.627, -0.120, -0.897)
H (1.013, -0.241, 0.845)
H (1.392, 1.187, 0.316)

These are the natural (NBO) partial charges, in e, on atoms 1 to 5: C -0.76; N 0.09; O -0.19; S 0.56; S -0.43

***

Entry B
Formula: CH3NOS2
Source: the OMol25 dataset
Level of theory: ωB97M-V with the def2-TZVPD basis set

Results
LUMO energy (alpha / beta): -2.27 / -2.71 eV
Kohn-Sham gap (alpha / beta): 6.1 / 5.1 eV
E_HOMO (alpha / beta): -8.375 / -7.856 eV
2S+1: 1

Cartesian coordinates (Å):
C (1.111, -0.320, 0.036)
N (-0.204, 2.266, -0.366)
O (-1.661, -0.223, -0.059)
S (-0.218, 1.070, 0.482)
S (-2.876, -1.136, 0.042)
H (2.142, -0.348, 0.506)
H (1.200, -0.219, -1.084)
H (0.507, -1.089, 0.443)

These are the natural (NBO) partial charges, in e, on atoms 1 to 5: C -0.82; N -0.78; O -0.79; S 1.06; S 0.65

***

Stability verdict: entry A, ahead by 58.9 kcal/mol

***

Entry A
Formula: C6H7B
Source: the OMol25 dataset
Level of theory: ωB97M-V with the def2-TZVPD basis set

Results
LUMO energy: -0.34 eV
Kohn-Sham gap: 8.1 eV
SMILES: C=C=C/C=C1\BC1
E_HOMO: -8.429 eV
2S+1: 1

Cartesian coordinates (Å):
C (-1.287, 2.182, -0.554)
C (-1.002, 1.238, 0.295)
C (-0.933, 0.390, 1.311)
C (-0.073, -0.796, 1.276)
C (0.726, -0.790, 0.229)
B (1.000, -0.300, -1.143)
C (1.312, -1.819, -0.704)
H (-0.509, 3.001, -0.434)
H (-2.112, 2.236, -1.291)
H (-1.393, 0.635, 2.237)
H (-0.060, -1.559, 1.965)
H (1.247, 0.481, -1.870)
H (2.339, -2.112, -0.461)
H (0.746, -2.787, -0.855)

These are the natural (NBO) partial charges, in e, on atoms 1 to 5: C -0.50; C 0.15; C -0.33; C -0.12; C -0.33

***

Entry B
Formula: C6H7B
Source: the OMol25 dataset
Level of theory: ωB97M-V with the def2-TZVPD basis set

Results
LUMO energy: 0.25 eV
Kohn-Sham gap: 8.1 eV
SMILES: [H]/B=C/[C@H]1C=C1C=C
E_HOMO: -7.876 eV
2S+1: 1

Cartesian coordinates (Å):
H (0.270, 3.741, -2.279)
B (-0.104, 2.844, -1.819)
C (-0.041, 1.667, -1.118)
C (-0.699, 0.922, -0.060)
C (-1.437, -0.456, -0.280)
C (-0.317, -0.513, 0.470)
C (0.815, -1.146, 1.028)
C (0.857, -2.398, 1.534)
H (0.588, 0.992, -1.693)
H (-1.209, 1.465, 0.707)
H (-2.485, -0.577, -0.563)
H (1.748, -0.551, 0.904)
H (1.840, -2.763, 1.816)
H (0.174, -3.225, 1.353)

These are the natural (NBO) partial charges, in e, on atoms 1 to 5: H -0.10; B 0.62; C -0.83; C -0.26; C -0.17

***

Stability verdict: entry A, ahead by 25.3 kcal/mol

***

Entry A
Formula: C15H18N4O4
Source: the OMol25 dataset
Level of theory: ωB97M-V with the def2-TZVPD basis set

Results
LUMO energy: 0.05 eV
Kohn-Sham gap: 7.8 eV
SMILES: NC(=O)C[C@H](NC(=O)[C@@H](N)Cc1c[nH]c2ccccc12)C(=O)O
E_HOMO: -7.750 eV
2S+1: 1

Cartesian coordinates (Å):
N (-2.759, 3.376, 1.167)
C (-2.333, 2.485, 0.377)
O (-1.159, 2.176, 0.155)
C (-3.324, 1.665, -0.380)
C (-3.340, 0.179, -0.028)
N (-1.804, -0.220, -0.075)
C (-1.311, -1.318, 0.513)
O (-2.065, -2.145, 0.919)
C (0.260, -1.523, 0.739)
N (0.385, -2.583, 1.787)
C (1.125, -1.802, -0.477)
C (2.560, -1.294, -0.431)
C (3.719, -2.066, -0.584)
N (4.763, -1.288, -0.401)
C (4.386, 0.055, -0.109)
C (5.117, 1.148, -0.022)
C (4.522, 2.426, -0.038)
C (3.104, 2.404, -0.102)
C (2.310, 1.273, -0.364)
C (2.974, 0.086, -0.327)
C (-4.365, -0.718, -0.815)
O (-5.104, -0.225, -1.663)
O (-4.360, -1.917, -0.331)
H (-3.665, 3.925, 0.671)
H (-2.066, 4.273, 1.304)
H (-2.818, 1.872, -1.457)
H (-4.314, 2.041, -0.304)
H (-3.743, 0.192, 1.112)
H (-1.309, 0.545, -0.428)
H (0.417, -0.631, 1.352)
H (0.168, -3.559, 1.133)
H (-0.492, -2.597, 2.651)
H (1.062, -2.980, -0.536)
H (0.359, -1.508, -1.479)
H (3.980, -3.189, -0.991)
H (5.749, -1.456, -0.789)
H (6.257, 0.906, -0.024)
H (5.032, 3.430, 0.155)
H (2.540, 3.361, -0.043)
H (1.251, 1.416, -0.198)
H (-3.414, -2.149, 0.186)

These are the natural (NBO) partial charges, in e, on atoms 1 to 5: N -0.77; C 0.66; O -0.66; C -0.51; C -0.14

***

Entry B
Formula: C15H18N4O4
Source: the OMol25 dataset
Level of theory: ωB97M-V with the def2-TZVPD basis set

Results
LUMO energy: 0.64 eV
Kohn-Sham gap: 8.9 eV
SMILES: N[C@@H](Cc1ccc(O)cc1)C(=O)N[C@@H](Cc1c[nH]cn1)C(=O)O
E_HOMO: -8.231 eV
2S+1: 1

Cartesian coordinates (Å):
N (1.199, -1.135, 1.871)
C (0.102, -1.005, 0.934)
C (-1.155, -0.398, 1.606)
C (-1.650, -1.283, 2.671)
C (-1.760, -0.865, 4.001)
C (-2.178, -1.766, 4.987)
C (-2.638, -3.045, 4.612)
O (-3.069, -3.949, 5.535)
C (-2.698, -3.430, 3.263)
C (-2.126, -2.549, 2.324)
C (0.334, -0.177, -0.352)
O (-0.594, -0.044, -1.184)
N (1.515, 0.524, -0.449)
C (1.899, 0.991, -1.732)
C (0.986, 2.150, -2.102)
C (0.798, 2.301, -3.578)
C (-0.330, 2.690, -4.185)
N (-0.080, 2.704, -5.542)
C (1.272, 2.424, -5.672)
N (1.796, 2.166, -4.527)
C (3.383, 1.293, -1.600)
O (4.059, 1.144, -0.636)
O (4.040, 1.586, -2.757)
H (1.985, -1.603, 1.445)
H (1.365, -0.260, 2.403)
H (-0.078, -1.999, 0.528)
H (-1.937, -0.216, 0.777)
H (-0.852, 0.552, 2.013)
H (-1.476, 0.156, 4.211)
H (-2.323, -1.493, 6.060)
H (-3.152, -3.594, 6.412)
H (-3.080, -4.377, 2.945)
H (-2.006, -2.962, 1.348)
H (2.223, 0.515, 0.250)
H (1.749, 0.264, -2.484)
H (-0.037, 1.951, -1.655)
H (1.354, 3.062, -1.581)
H (-1.330, 2.764, -3.781)
H (-0.717, 2.851, -6.291)
H (1.829, 2.430, -6.588)
H (3.379, 1.631, -3.501)

These are the natural (NBO) partial charges, in e, on atoms 1 to 5: N -0.84; C -0.13; C -0.42; C -0.06; C -0.18

***

Stability verdict: entry B, ahead by 115.3 kcal/mol

***

Entry A
Formula: C2H3N3
Source: the OMol25 dataset
Level of theory: ωB97M-V with the def2-TZVPD basis set

Results
LUMO energy: 0.45 eV
Kohn-Sham gap: 9.6 eV
SMILES: [H]/N=N/C=C=N
E_HOMO: -9.181 eV
2S+1: 1

Cartesian coordinates (Å):
H (2.505, 0.659, -0.143)
N (1.555, 0.276, -0.219)
N (0.789, 1.162, 0.213)
C (-0.575, 0.776, 0.238)
C (-0.877, -0.510, 0.119)
N (-1.000, -1.720, 0.149)
H (-1.315, 1.550, 0.397)
H (-1.082, -2.193, -0.752)

These are the natural (NBO) partial charges, in e, on atoms 1 to 5: H 0.32; N -0.38; N -0.12; C -0.33; C 0.47

***

Entry B
Formula: C2H3N3
Source: the OMol25 dataset
Level of theory: ωB97M-V with the def2-TZVPD basis set

Results
LUMO energy: 1.15 eV
Kohn-Sham gap: 11.6 eV
SMILES: c1cn[nH]n1
E_HOMO: -10.457 eV
2S+1: 1

Cartesian coordinates (Å):
C (0.278, -0.904, -0.069)
C (-0.079, 0.082, -1.009)
N (-0.455, 1.189, -0.383)
N (-0.454, 0.833, 0.878)
N (0.049, -0.429, 1.132)
H (0.661, -1.902, -0.217)
H (-0.076, 0.040, -2.086)
H (0.076, 1.090, 1.752)

These are the natural (NBO) partial charges, in e, on atoms 1 to 5: C -0.09; C -0.09; N -0.21; N -0.23; N -0.26

***

Stability verdict: entry B, ahead by 18.3 kcal/mol

***

Entry A
Formula: C2H3N3
Source: the OMol25 dataset
Level of theory: ωB97M-V with the def2-TZVPD basis set

Results
LUMO energy: 0.97 eV
Kohn-Sham gap: 10.6 eV
SMILES: c1c[nH]nn1
E_HOMO: -9.643 eV
2S+1: 1

Cartesian coordinates (Å):
C (-0.424, -0.186, 0.984)
C (-0.016, -0.702, -0.194)
N (0.383, 0.375, -1.052)
N (-0.078, 1.536, -0.334)
N (-0.338, 1.202, 0.786)
H (-0.556, -0.654, 2.053)
H (0.242, -1.784, -0.374)
H (0.788, 0.214, -1.868)

These are the natural (NBO) partial charges, in e, on atoms 1 to 5: C -0.18; C -0.07; N -0.43; N 0.00; N -0.20

***

Entry B
Formula: C2H3N3
Source: the OMol25 dataset
Level of theory: ωB97M-V with the def2-TZVPD basis set

Results
LUMO energy: -0.67 eV
Kohn-Sham gap: 9.7 eV
SMILES: C/N=N/C#N
E_HOMO: -10.382 eV
2S+1: 1

Cartesian coordinates (Å):
C (0.102, -0.133, 0.221)
N (1.131, 0.775, 0.759)
N (2.200, 0.480, 0.245)
C (3.335, 0.913, 0.853)
N (4.391, 1.015, 1.333)
H (-0.134, -0.742, 1.084)
H (0.523, -0.763, -0.509)
H (-0.588, 0.573, -0.354)

These are the natural (NBO) partial charges, in e, on atoms 1 to 5: C -0.47; N -0.03; N -0.23; C 0.36; N -0.29

***

Entry C
Formula: C2H3N3
Source: the OMol25 dataset
Level of theory: ωB97M-V with the def2-TZVPD basis set

Results
LUMO energy: 0.79 eV
Kohn-Sham gap: 11.2 eV
SMILES: c1nnc[nH]1
E_HOMO: -10.435 eV
2S+1: 1

Cartesian coordinates (Å):
C (1.131, -0.093, -0.022)
N (0.681, -1.317, 0.038)
N (-0.690, -1.262, 0.127)
C (-1.008, -0.006, 0.180)
N (0.125, 0.826, 0.142)
H (2.168, 0.192, -0.136)
H (-2.006, 0.391, 0.351)
H (-0.402, 1.269, -0.679)

These are the natural (NBO) partial charges, in e, on atoms 1 to 5: C 0.14; N -0.25; N -0.27; C 0.12; N -0.60

***

Entry D
Formula: C2H3N3
Source: the OMol25 dataset
Level of theory: ωB97M-V with the def2-TZVPD basis set

Results
LUMO energy: 0.88 eV
Kohn-Sham gap: 10.8 eV
SMILES: c1c[nH]nn1
E_HOMO: -9.967 eV
2S+1: 1

Cartesian coordinates (Å):
C (1.063, -0.132, -0.108)
C (0.030, 0.754, -0.059)
N (-1.061, -0.041, -0.012)
N (-0.718, -1.340, -0.041)
N (0.570, -1.400, -0.114)
H (2.082, 0.120, 0.121)
H (0.029, 1.832, -0.070)
H (-1.994, 0.207, 0.283)

These are the natural (NBO) partial charges, in e, on atoms 1 to 5: C -0.13; C -0.10; N -0.35; N -0.06; N -0.23

***

Stability verdict: entry D, ahead by 13.8 kcal/mol

***

Entry A
Formula: C2H3N3
Source: the OMol25 dataset
Level of theory: ωB97M-V with the def2-TZVPD basis set

Results
LUMO energy: 0.46 eV
Kohn-Sham gap: 9.5 eV
E_HOMO: -9.054 eV
2S+1: 1

Cartesian coordinates (Å):
C (1.494, -0.533, 0.128)
C (-0.732, -0.612, -0.627)
N (2.241, 0.327, 0.018)
N (-1.383, 1.187, 0.763)
N (-1.101, 0.368, -0.013)
H (0.747, -1.535, 0.415)
H (-0.679, -1.093, -1.554)
H (-0.587, 1.892, 0.869)

These are the natural (NBO) partial charges, in e, on atoms 1 to 5: C 0.02; C -0.16; N -0.37; N -0.44; N 0.04

***

Entry B
Formula: C2H3N3
Source: the OMol25 dataset
Level of theory: ωB97M-V with the def2-TZVPD basis set

Results
LUMO energy: 0.58 eV
Kohn-Sham gap: 10.2 eV
E_HOMO: -9.627 eV
2S+1: 1

Cartesian coordinates (Å):
N (-0.775, 0.897, -0.877)
N (-0.762, 0.821, 0.424)
C (-0.115, -0.124, 0.965)
C (0.664, -0.932, -0.196)
N (0.488, -0.464, -1.352)
H (-0.505, 1.867, -1.125)
H (-0.285, -0.269, 2.051)
H (1.289, -1.797, 0.110)

These are the natural (NBO) partial charges, in e, on atoms 1 to 5: N -0.29; N -0.18; C -0.06; C -0.05; N -0.25

***

Stability verdict: entry B, ahead by 45.9 kcal/mol